1.
Below is CH5IP2 as an isolated structure in a non-equilibrium geometry, with properties calculated with the ωB97M-V functional and the def2-TZVPD basis.

## Properties
* energy above the lowest of the compared OMol25 structures with the same formula, charge and spin: 241.3 kJ/mol
* E_HOMO: -7.8 eV
* calculated total energy: -27792.1881 eV
* lowest unoccupied orbital energy: 0.25 eV
* multiplicity: 1

Each line ends with the natural charge from an NBO analysis.
CARTESIAN COORDINATES (ANGSTROEM)
C  -0.722  -0.642  0.253  -1.08
P  0.818  0.057  0.694  0.79
P  -0.880  0.210  -1.416  0.35
I  -0.950  -2.742  -0.133  0.10
H  0.500  1.213  1.480  0.00
H  1.503  -0.834  1.407  -0.01
H  1.835  0.775  -0.035  -0.04
H  -2.169  0.781  -1.330  -0.03
H  0.064  1.183  -0.921  -0.08

Force components x, y, z for each atom (eV/Å):
C 0.64 0.32 -1.56
P -1.59 1.15 0.17
P 0.34 -0.60 0.50
I 0.35 0.11 0.40
H 0.23 -0.68 -0.05
H 1.13 -0.89 1.32
H -0.06 -0.86 -0.21
H 0.09 0.61 0.27
H -1.14 0.85 -0.84



2.
Below is a 2-piece molecular cluster, CH5IP2 overall in a non-equilibrium geometry, with properties calculated with the ωB97M-V functional and the def2-TZVPD basis.

## Properties
* energy above the lowest of the compared OMol25 structures with the same formula, charge and spin: 268.1 kJ/mol
* E_HOMO: -9.2 eV
* calculated total energy: -27791.9099 eV
* lowest unoccupied orbital energy: -0.48 eV
* multiplicity: 1

Each line ends with the natural charge from an NBO analysis.
CARTESIAN COORDINATES (ANGSTROEM)
C  -0.405  -0.459  -0.085  -0.99
P  0.978  0.690  -0.913  0.35
P  -1.237  0.380  1.330  0.36
I  0.288  -2.487  0.300  0.14
H  -1.643  -0.816  -1.236  0.27
H  2.085  0.491  -0.226  -0.04
H  1.401  -0.298  -1.775  -0.03
H  -0.233  1.002  2.022  -0.04
H  -1.233  1.498  0.584  -0.03

Force components x, y, z for each atom (eV/Å):
C -0.43 -0.82 -2.62
P -3.62 -0.14 -1.31
P -1.52 -1.47 0.02
I -0.20 0.62 0.08
H 3.19 1.35 2.92
H 1.77 -0.62 2.12
H 0.13 -0.39 -0.86
H 1.47 -0.17 0.58
H -0.77 1.64 -0.93



3.
Below is a 2-piece molecular cluster, CH5N2 overall in a non-equilibrium geometry, with properties calculated with the ωB97M-V functional and the def2-TZVPD basis.

## Properties
* energy above the lowest of the compared OMol25 structures with the same formula, charge and spin: 322.8 kJ/mol
* E_HOMO (spin up / spin down): -16.6 / -16.6 eV
* calculated total energy: -4088.6418 eV
* lowest unoccupied orbital energy (spin up / spin down): -5.70 / -5.70 eV
* net charge: +1
* multiplicity: 1

Each line ends with the natural charge from an NBO analysis.
CARTESIAN COORDINATES (ANGSTROEM)
C  -0.519  0.824  0.132  0.41
N  -1.635  0.472  -0.138  -0.50
N  0.956  -0.503  -0.010  -0.93
H  0.036  1.799  0.049  0.28
H  -2.205  -0.361  -0.032  0.46
H  0.198  -0.981  -0.317  0.40
H  1.811  -0.703  -0.614  0.45
H  1.359  -0.547  0.930  0.43

Force components x, y, z for each atom (eV/Å):
C -0.55 1.90 -2.49
N 1.94 0.03 1.88
N 3.94 2.38 0.50
H -0.54 -1.23 0.58
H -0.02 -0.01 -0.46
H -2.01 -3.25 -0.31
H -1.67 0.96 0.31
H -1.10 -0.78 0.00



4.
Below is an isolated ion of composition CH5N2O3 and charge +1 in a non-equilibrium geometry, with properties calculated with the ωB97M-V functional and the def2-TZVPD basis.

## Properties
* energy above the lowest of the compared OMol25 structures with the same formula, charge and spin: 84.1 kJ/mol
* SMILES string: NC(=[NH2+])OOO
* E_HOMO: -15.2 eV
* calculated total energy: -10227.3851 eV
* lowest unoccupied orbital energy: -4.44 eV
* net charge: +1
* multiplicity: 1

Each line ends with the natural charge from an NBO analysis.
CARTESIAN COORDINATES (ANGSTROEM)
N  -0.029  -1.016  0.430  -0.75
C  0.137  0.253  0.469  0.78
N  -0.493  1.219  1.116  -0.77
O  0.997  0.831  -0.827  -0.21
O  1.707  -0.059  -1.548  0.02
O  0.921  -0.863  -2.333  -0.46
H  -0.606  -1.462  1.238  0.45
H  0.537  -1.662  -0.224  0.50
H  -1.391  0.849  1.671  0.45
H  -0.415  2.201  0.848  0.47
H  1.098  -0.696  -3.332  0.51

Force components x, y, z for each atom (eV/Å):
N -0.34 -2.88 1.82
C 1.67 2.52 -4.90
N -1.99 -2.58 1.17
O -3.15 0.49 3.25
O 2.24 -0.54 0.79
O -1.45 -0.95 -2.34
H 1.46 0.70 -2.08
H -1.16 1.57 1.32
H 2.66 1.68 -1.47
H 0.10 -0.45 0.10
H -0.03 0.43 2.34



5.
Below is a 2-piece molecular cluster, CH5N2OP overall in a non-equilibrium geometry, with properties calculated with the ωB97M-V functional and the def2-TZVPD basis.

## Properties
* energy above the lowest of the compared OMol25 structures with the same formula, charge and spin: 96.9 kJ/mol
* SMILES string: N=C=O.NP
* E_HOMO: -8.8 eV
* calculated total energy: -15433.6895 eV
* lowest unoccupied orbital energy: 0.57 eV
* multiplicity: 1

Each line ends with the natural charge from an NBO analysis.
CARTESIAN COORDINATES (ANGSTROEM)
N  -0.381  2.365  2.707  -0.79
C  -0.115  3.168  1.822  0.87
O  0.113  3.932  0.986  -0.49
H  -0.533  1.422  2.512  0.41
N  0.519  0.578  -0.960  -1.13
P  -0.926  -0.059  -0.264  0.46
H  1.042  0.737  -0.097  0.38
H  0.472  1.308  -1.592  0.39
H  -0.251  -1.053  0.567  -0.04
H  -1.266  -1.083  -1.179  -0.05

Force components x, y, z for each atom (eV/Å):
N 0.70 2.69 -0.21
C -0.63 -1.81 0.59
O 0.24 0.73 -0.10
H -0.36 -1.64 -0.32
N 0.37 -2.54 2.27
P -0.42 -0.64 0.29
H 0.58 0.65 -1.01
H -0.19 1.91 -0.95
H -0.30 0.64 -0.39
H 0.01 0.01 -0.18



6.
Below is a 2-piece molecular cluster, CH5N2PS overall in a non-equilibrium geometry, with properties calculated with the ωB97M-V functional and the def2-TZVPD basis.

## Properties
* energy above the lowest of the compared OMol25 structures with the same formula, charge and spin: 425.4 kJ/mol
* E_HOMO (spin up / spin down): -8.7 / -8.7 eV
* calculated total energy: -24217.5905 eV
* lowest unoccupied orbital energy (spin up / spin down): -1.21 / -1.31 eV
* multiplicity: 1

Each line ends with the natural charge from an NBO analysis.
CARTESIAN COORDINATES (ANGSTROEM)
C  -0.904  -1.505  0.340  -0.49
N  -0.823  -1.527  -1.081  -0.14
N  -0.399  -0.554  -1.680  -0.24
P  1.239  2.296  1.080  0.06
S  0.115  0.884  -1.409  0.22
H  0.036  -1.257  0.695  0.21
H  -1.257  -2.569  0.429  0.24
H  -1.569  -0.646  0.749  0.22
H  2.104  1.409  0.505  -0.04
H  1.458  3.469  0.374  -0.04

Force components x, y, z for each atom (eV/Å):
C -2.92 -0.37 -0.09
N 0.03 0.71 -2.30
N -0.84 -1.82 0.36
P -1.69 -0.42 1.18
S 0.83 2.18 0.35
H 2.19 -0.07 1.16
H 0.30 1.31 1.57
H 0.51 -1.60 -0.79
H 1.10 -0.15 -0.68
H 0.49 0.22 -0.75



7.
Below is an isolated ion of composition CH5N2S and charge +1 in a non-equilibrium geometry, with properties calculated with the ωB97M-V functional and the def2-TZVPD basis.

## Properties
* energy above the lowest of the compared OMol25 structures with the same formula, charge and spin: 55.4 kJ/mol
* SMILES string: [NH2+]=CNS
* E_HOMO: -14.7 eV
* calculated total energy: -14925.8915 eV
* lowest unoccupied orbital energy: -4.55 eV
* net charge: +1
* multiplicity: 1

Each line ends with the natural charge from an NBO analysis.
CARTESIAN COORDINATES (ANGSTROEM)
N  0.577  0.658  1.130  -0.70
C  0.185  0.808  -0.110  0.40
N  -0.123  -0.347  -0.890  -0.72
S  -0.334  -1.896  -0.291  0.27
H  0.941  1.442  1.791  0.48
H  0.375  -0.321  1.369  0.43
H  0.168  1.827  -0.535  0.25
H  -0.177  -0.177  -1.849  0.43
H  -1.609  -1.994  -0.614  0.14

Force components x, y, z for each atom (eV/Å):
N -0.36 0.78 -0.13
C 0.18 -1.88 -0.93
N 0.74 4.18 2.93
S 0.84 -0.73 0.38
H -1.18 -2.08 -1.64
H 0.69 0.35 1.29
H 0.07 -0.88 -0.27
H -0.23 0.26 -1.70
H -0.75 0.00 0.07



8.
Below is an isolated ion of composition CH5N2S and charge +1 in a non-equilibrium geometry, with properties calculated with the ωB97M-V functional and the def2-TZVPD basis.

## Properties
* energy above the lowest of the compared OMol25 structures with the same formula, charge and spin: 315.2 kJ/mol
* E_HOMO (spin up / spin down): -13.8 / -13.8 eV
* calculated total energy: -14923.1988 eV
* lowest unoccupied orbital energy (spin up / spin down): -5.54 / -5.44 eV
* net charge: +1
* multiplicity: 1

Each line ends with the natural charge from an NBO analysis.
CARTESIAN COORDINATES (ANGSTROEM)
C  -0.103  -0.008  0.509  -0.45
N  2.590  -0.080  0.162  -0.78
N  -1.487  0.126  -0.072  -0.67
S  1.214  -0.458  -0.526  0.94
H  0.137  0.422  1.415  0.25
H  3.182  -0.383  -0.596  0.37
H  -1.792  -0.756  -0.398  0.44
H  -1.468  0.719  -0.901  0.44
H  -2.272  0.419  0.407  0.45

Force components x, y, z for each atom (eV/Å):
C 1.62 -1.10 -2.92
N -2.60 -0.31 -0.52
N 3.12 -0.49 -2.17
S -1.51 1.39 2.12
H -0.01 0.94 1.85
H 1.14 -0.32 -0.21
H -0.27 -1.67 -0.66
H 0.07 0.26 -0.15
H -1.57 1.31 2.67



9.
Below is an isolated ion of composition CH5N2S and charge +1 in a non-equilibrium geometry, with properties calculated with the ωB97M-V functional and the def2-TZVPD basis.

## Properties
* energy above the lowest of the compared OMol25 structures with the same formula, charge and spin: 168.7 kJ/mol
* SMILES string: N/C=[NH+]/S
* E_HOMO: -15.0 eV
* calculated total energy: -14924.7171 eV
* lowest unoccupied orbital energy: -6.02 eV
* net charge: +1
* multiplicity: 1

Each line ends with the natural charge from an NBO analysis.
CARTESIAN COORDINATES (ANGSTROEM)
N  1.334  0.207  -0.184  -0.71
C  0.068  0.315  -0.244  0.35
N  -0.784  0.444  0.692  -0.59
S  -2.687  0.060  -0.128  0.24
H  1.926  0.144  -1.010  0.45
H  1.877  0.207  0.735  0.44
H  -0.465  0.456  -1.308  0.25
H  -0.806  0.253  1.661  0.44
H  -3.267  1.172  -0.395  0.13

Force components x, y, z for each atom (eV/Å):
N 3.87 -0.33 1.92
C -2.02 0.98 -4.24
N -5.52 0.06 -1.29
S 3.18 -2.17 1.73
H -0.51 0.10 0.20
H -1.19 -0.10 -1.70
H 1.83 -0.66 2.25
H 0.54 -0.19 1.10
H -0.17 2.30 0.04



10.
Below is an isolated ion of composition CH5N2Si and charge +1 in a non-equilibrium geometry, with properties calculated with the ωB97M-V functional and the def2-TZVPD basis.

## Properties
* energy above the lowest of the compared OMol25 structures with the same formula, charge and spin: 14.3 kJ/mol
* SMILES string: C[SiH2][N+]#N
* E_HOMO: -17.2 eV
* calculated total energy: -11967.7703 eV
* lowest unoccupied orbital energy: -5.77 eV
* net charge: +1
* multiplicity: 1

Each line ends with the natural charge from an NBO analysis.
CARTESIAN COORDINATES (ANGSTROEM)
C  1.137  0.574  -0.243  -1.08
Si  -0.144  -0.634  0.633  1.21
N  -1.813  -0.056  -0.382  -0.09
N  -2.559  -0.301  -1.153  0.30
H  0.919  1.562  -0.621  0.30
H  1.865  0.867  0.459  0.28
H  1.683  0.056  -1.077  0.28
H  -0.671  0.006  1.858  -0.11
H  -0.417  -2.073  0.525  -0.08

Force components x, y, z for each atom (eV/Å):
C -0.18 -2.28 -1.17
Si 0.59 2.93 -0.08
N -1.05 -1.15 -1.58
N 0.82 0.78 1.15
H -1.41 0.08 -0.21
H 1.11 -0.29 1.41
H -0.52 0.29 0.80
H 0.27 -0.46 -0.03
H 0.36 0.12 -0.29